Molecular formula: C28H32FN5O3
Method: DFT, the ωB97M-V functional and the def2-TZVPD basis

Summary:
SMILES string	Cc1cc(N2CCOCC2)nc2ccc(NC(=O)CCC(=O)N3CCN(c4ccc(F)cc4)CC3)cc12
HOMO-LUMO gap	7.92	eV
HOMO	-7.5	eV
relative energy (zero: lowest compared OMol25 entry of this formula, charge and spin)	0.0	kcal/mol
E_LUMO	0.43	eV
E_tot	-1685.60066	hartree

XYZ file:
```
69
C28H32FN5O3 (the ωB97M-V functional and the def2-TZVPD basis)
C -1.61 0.53 3.18
C -2.18 0.49 1.80
C -3.29 -0.25 1.52
C -3.82 -0.30 0.20
N -4.89 -1.08 -0.12
C -5.42 -1.02 -1.47
C -6.58 -0.02 -1.53
O -7.59 -0.36 -0.60
C -7.09 -0.42 0.71
C -5.94 -1.44 0.81
N -3.24 0.35 -0.79
C -2.14 1.09 -0.55
C -1.55 1.77 -1.63
C -0.44 2.53 -1.45
C 0.14 2.66 -0.16
N 1.30 3.44 -0.07
C 2.19 3.50 0.96
O 2.05 2.96 2.04
C 3.44 4.29 0.59
C 4.48 3.32 -0.01
C 3.81 2.41 -1.03
O 3.46 2.86 -2.11
N 3.59 1.12 -0.70
C 3.81 0.46 0.57
C 2.50 -0.23 1.02
N 2.00 -1.15 0.03
C 2.40 -2.48 0.02
C 1.75 -3.39 -0.82
C 2.08 -4.73 -0.83
C 3.07 -5.18 0.02
F 3.40 -6.50 0.02
C 3.72 -4.32 0.88
C 3.39 -2.98 0.87
C 1.76 -0.45 -1.22
C 3.05 0.22 -1.71
C -0.43 2.02 0.91
C -1.57 1.21 0.74
H -2.20 -0.09 3.86
H -1.61 1.55 3.56
H -0.59 0.18 3.18
H -3.75 -0.83 2.31
H -4.62 -0.71 -2.14
H -5.78 -2.01 -1.74
H -7.06 -0.02 -2.51
H -6.20 0.99 -1.31
H -7.92 -0.71 1.35
H -6.72 0.57 1.02
H -5.57 -1.47 1.84
H -6.31 -2.43 0.54
H -2.00 1.67 -2.61
H 0.03 3.04 -2.28
H 1.59 3.85 -0.95
H 3.85 4.75 1.49
H 3.20 5.07 -0.13
H 4.99 2.77 0.77
H 5.23 3.91 -0.56
H 4.09 1.18 1.34
H 4.61 -0.28 0.46
H 2.65 -0.73 1.97
H 1.74 0.54 1.16
H 0.95 -3.05 -1.47
H 1.57 -5.42 -1.48
H 4.49 -4.70 1.54
H 3.93 -2.33 1.54
H 1.41 -1.13 -1.99
H 0.99 0.30 -1.04
H 2.86 0.80 -2.61
H 3.80 -0.56 -1.92
H 0.00 2.14 1.89
```

Charges in e, computed with Löwdin, in the same order as the atoms:
1. C -0.03
2. C -0.20
3. C 0.05
4. C -0.27
5. N -0.08
6. C -0.13
7. C -0.18
8. O -0.13
9. C -0.19
10. C -0.13
11. N 0.15
12. C -0.22
13. C -0.01
14. C -0.02
15. C -0.23
16. N 0.14
17. C -0.48
18. O 0.07
19. C -0.08
20. C -0.08
21. C -0.47
22. O 0.03
23. N -0.03
24. C -0.11
25. C -0.13
26. N -0.09
27. C -0.23
28. C -0.02
29. C -0.01
30. C -0.29
31. F 0.04
32. C -0.01
33. C -0.02
34. C -0.12
35. C -0.09
36. C 0.03
37. C -0.11
38. H 0.08
39. H 0.09
40. H 0.09
41. H 0.10
42. H 0.11
43. H 0.13
44. H 0.13
45. H 0.13
46. H 0.13
47. H 0.13
48. H 0.11
49. H 0.13
50. H 0.11
51. H 0.12
52. H 0.13
53. H 0.12
54. H 0.12
55. H 0.10
56. H 0.13
57. H 0.11
58. H 0.13
59. H 0.12
60. H 0.10
61. H 0.11
62. H 0.12
63. H 0.12
64. H 0.10
65. H 0.11
66. H 0.11
67. H 0.12
68. H 0.14
69. H 0.10

***

Molecular formula: C28H32N2O5
Method: DFT, the ωB97M-V functional and the def2-TZVPD basis

Summary:
HOMO-LUMO gap	7.58	eV
HOMO	-7.7	eV
relative energy (zero: lowest compared OMol25 entry of this formula, charge and spin)	572.1	kcal/mol
E_LUMO	-0.13	eV
E_tot	-1571.00678	hartree

XYZ file:
```
67
C28H32N2O5 (the ωB97M-V functional and the def2-TZVPD basis)
C -1.34 1.50 -3.58
C -0.85 1.81 -2.23
H -0.18 2.56 -2.35
O 0.02 0.77 -1.81
C -0.69 -0.11 -1.31
C 0.47 -1.39 -0.95
C -0.14 -2.66 -0.37
C -1.13 -3.44 -1.71
H -1.84 -2.80 -2.15
C -1.81 -4.67 -1.01
O -2.68 -4.59 -0.12
H -3.34 -3.84 -0.56
H -1.11 -5.16 -0.57
H -2.26 -5.36 -1.85
H -0.45 -3.72 -2.49
H 0.56 -3.42 -0.01
H -0.99 -2.34 0.43
H 0.98 -1.63 -1.87
C 1.29 -1.05 0.01
C 2.56 -0.19 -0.53
C 2.67 1.26 -0.52
N 3.91 1.53 -1.17
C 4.23 2.83 -1.30
O 5.27 3.14 -1.94
C 3.36 3.89 -0.69
H 3.88 4.91 -0.58
H 3.59 3.88 0.68
H 2.38 3.88 -0.77
C 4.37 0.56 -1.83
C 5.30 0.46 -2.70
C 5.52 -0.89 -3.38
C 4.79 -1.85 -3.06
C 3.75 -1.87 -2.04
C 3.49 -0.44 -1.51
H 3.24 -2.63 -1.76
H 5.03 -3.09 -3.39
H 6.27 -0.86 -4.14
H 6.00 1.21 -2.86
H 2.14 1.84 0.19
C 0.86 -0.36 1.11
C -0.50 0.25 1.22
O -1.08 -0.07 0.01
C -1.08 1.00 2.14
O -0.53 1.36 3.23
N -2.42 1.28 1.77
H -3.02 1.02 1.14
C -3.37 1.96 3.02
C -4.51 1.06 3.45
C -4.23 -0.44 3.50
C -5.02 -1.33 3.92
C -6.51 -0.85 4.00
C -6.81 0.48 3.70
C -5.97 1.34 3.37
H -5.99 2.44 3.29
H -7.82 0.87 3.97
H -7.19 -1.67 4.48
H -4.92 -2.20 4.15
H -3.02 -0.74 3.56
H -2.71 2.00 3.76
H -3.73 2.73 2.84
H 1.17 0.07 2.04
H 1.93 -1.87 0.58
H -1.49 -0.66 -1.96
H -1.31 2.06 -1.55
H -2.06 0.82 -3.54
H -0.57 1.30 -4.30
H -1.80 2.51 -3.95
```

Charges in e, computed with Löwdin, in the same order as the atoms:
1. C -0.02
2. C -0.18
3. H 0.11
4. O 0.03
5. C -0.36
6. C -0.26
7. C -0.02
8. C -0.04
9. H 0.06
10. C -0.50
11. O -0.02
12. H 0.21
13. H 0.05
14. H 0.14
15. H 0.08
16. H 0.11
17. H 0.16
18. H 0.15
19. C -0.36
20. C 0.00
21. C 0.09
22. N 0.02
23. C -0.42
24. O 0.05
25. C 0.01
26. H 0.10
27. H 0.20
28. H -0.01
29. C -0.30
30. C 0.07
31. C -0.09
32. C -0.17
33. C 0.08
34. C -0.11
35. H 0.02
36. H 0.18
37. H 0.10
38. H 0.09
39. H 0.11
40. C 0.09
41. C -0.14
42. O -0.03
43. C -0.45
44. O 0.03
45. N 0.19
46. H 0.04
47. C 0.02
48. C -0.07
49. C -0.08
50. C -0.07
51. C 0.01
52. C -0.20
53. C -0.10
54. H 0.13
55. H 0.13
56. H 0.13
57. H 0.00
58. H 0.17
59. H 0.07
60. H -0.03
61. H 0.13
62. H 0.21
63. H 0.19
64. H 0.01
65. H 0.02
66. H 0.10
67. H 0.13

***

Molecular formula: C28H32N4O2PtS3
Method: DFT, the ωB97M-V functional and the def2-TZVPD basis

Summary:
HOMO-LUMO gap (spin up / spin down)	6.07 / 6.08	eV
HOMO (spin up / spin down)	-6.7 / -6.7	eV
E_LUMO (spin up / spin down)	-0.60 / -0.58	eV
E_tot	-2769.52742	hartree

XYZ file:
```
70
C28H32N4O2PtS3 (the ωB97M-V functional and the def2-TZVPD basis)
Pt -0.75 0.61 -0.64
C 0.65 0.38 -4.88
C 0.15 0.97 -3.59
N -0.40 0.19 -2.71
N -0.59 -1.12 -2.98
C -1.48 -1.75 -2.31
S -2.62 -1.06 -1.21
S -1.68 -3.46 -2.58
C 0.03 -3.89 -3.11
C 0.91 -4.07 -1.92
C 2.04 -3.28 -1.73
C 2.85 -3.48 -0.64
C 2.55 -4.46 0.29
C 1.42 -5.24 0.13
C 0.61 -5.05 -0.97
C 0.21 2.40 -3.40
C 0.96 3.19 -4.30
C 1.00 4.56 -4.22
C 0.26 5.21 -3.24
C -0.49 4.49 -2.35
C -0.55 3.07 -2.39
O -1.35 2.50 -1.55
H 0.52 -0.70 -4.86
H 1.71 0.61 -5.03
H 0.09 0.79 -5.72
H 0.36 -3.06 -3.74
H -0.07 -4.80 -3.70
H 2.27 -2.51 -2.45
H 3.74 -2.87 -0.51
H 3.19 -4.61 1.15
H 1.17 -6.00 0.85
H -0.28 -5.64 -1.11
H 1.54 2.71 -5.07
H 1.60 5.12 -4.93
H 0.26 6.29 -3.19
H -1.08 4.98 -1.59
C -0.19 -0.02 6.36
C 0.25 -0.36 4.97
C 1.51 0.01 4.50
C 1.89 -0.23 3.20
C 3.27 0.21 2.77
C 0.99 -0.86 2.31
C 1.31 -0.94 0.90
O 0.50 -1.12 -0.03
C -0.25 -1.32 2.80
C -1.17 -2.14 1.96
C -0.59 -1.06 4.12
H 0.66 0.14 7.02
H -0.81 -0.81 6.78
H -0.78 0.90 6.34
H 2.19 0.52 5.17
H 3.81 0.60 3.63
H 3.22 0.99 2.02
H 3.83 -0.63 2.37
H 2.37 -0.81 0.63
H -0.62 -2.86 1.36
H -1.72 -1.50 1.26
H -1.89 -2.66 2.58
H -1.55 -1.39 4.49
C -3.85 4.37 1.33
N -2.63 3.64 1.55
C -2.43 2.37 1.21
N -3.43 1.65 0.70
S -0.94 1.65 1.59
H -3.70 5.41 1.58
H -4.66 3.97 1.95
H -4.16 4.31 0.28
H -1.84 4.12 1.95
H -4.19 2.12 0.23
H -3.20 0.72 0.34
```

Charges in e, computed with Löwdin, in the same order as the atoms:
1. Pt 0.82
2. C -0.01
3. C -0.23
4. N -0.09
5. N -0.10
6. C -1.14
7. S 0.52
8. S 0.90
9. C -0.40
10. C -0.30
11. C -0.05
12. C -0.11
13. C -0.10
14. C -0.09
15. C -0.06
16. C -0.11
17. C -0.05
18. C -0.11
19. C -0.10
20. C -0.03
21. C -0.36
22. O -0.21
23. H 0.06
24. H 0.08
25. H 0.10
26. H 0.06
27. H 0.08
28. H 0.11
29. H 0.10
30. H 0.10
31. H 0.10
32. H 0.11
33. H 0.10
34. H 0.09
35. H 0.10
36. H 0.10
37. C -0.04
38. C -0.25
39. C -0.01
40. C -0.21
41. C -0.04
42. C -0.16
43. C -0.18
44. O -0.16
45. C -0.23
46. C -0.04
47. C -0.01
48. H 0.08
49. H 0.08
50. H 0.09
51. H 0.12
52. H 0.08
53. H 0.09
54. H 0.09
55. H 0.12
56. H 0.09
57. H 0.01
58. H 0.09
59. H 0.12
60. C -0.06
61. N -0.04
62. C -0.85
63. N 0.13
64. S 0.72
65. H 0.09
66. H 0.09
67. H 0.09
68. H 0.12
69. H 0.11
70. H -0.01

***

The highest E_tot belongs to which entry?
C28H32N2O5

***

Which formula does entry 1 have?
C28H32FN5O3

***

Please write out number 2 again, unchanged.
Molecular formula: C28H32N2O5
Method: DFT, the ωB97M-V functional and the def2-TZVPD basis

Summary:
HOMO-LUMO gap	7.58	eV
HOMO	-7.7	eV
relative energy (zero: lowest compared OMol25 entry of this formula, charge and spin)	572.1	kcal/mol
E_LUMO	-0.13	eV
E_tot	-1571.00678	hartree

XYZ file:
```
67
C28H32N2O5 (the ωB97M-V functional and the def2-TZVPD basis)
C -1.34 1.50 -3.58
C -0.85 1.81 -2.23
H -0.18 2.56 -2.35
O 0.02 0.77 -1.81
C -0.69 -0.11 -1.31
C 0.47 -1.39 -0.95
C -0.14 -2.66 -0.37
C -1.13 -3.44 -1.71
H -1.84 -2.80 -2.15
C -1.81 -4.67 -1.01
O -2.68 -4.59 -0.12
H -3.34 -3.84 -0.56
H -1.11 -5.16 -0.57
H -2.26 -5.36 -1.85
H -0.45 -3.72 -2.49
H 0.56 -3.42 -0.01
H -0.99 -2.34 0.43
H 0.98 -1.63 -1.87
C 1.29 -1.05 0.01
C 2.56 -0.19 -0.53
C 2.67 1.26 -0.52
N 3.91 1.53 -1.17
C 4.23 2.83 -1.30
O 5.27 3.14 -1.94
C 3.36 3.89 -0.69
H 3.88 4.91 -0.58
H 3.59 3.88 0.68
H 2.38 3.88 -0.77
C 4.37 0.56 -1.83
C 5.30 0.46 -2.70
C 5.52 -0.89 -3.38
C 4.79 -1.85 -3.06
C 3.75 -1.87 -2.04
C 3.49 -0.44 -1.51
H 3.24 -2.63 -1.76
H 5.03 -3.09 -3.39
H 6.27 -0.86 -4.14
H 6.00 1.21 -2.86
H 2.14 1.84 0.19
C 0.86 -0.36 1.11
C -0.50 0.25 1.22
O -1.08 -0.07 0.01
C -1.08 1.00 2.14
O -0.53 1.36 3.23
N -2.42 1.28 1.77
H -3.02 1.02 1.14
C -3.37 1.96 3.02
C -4.51 1.06 3.45
C -4.23 -0.44 3.50
C -5.02 -1.33 3.92
C -6.51 -0.85 4.00
C -6.81 0.48 3.70
C -5.97 1.34 3.37
H -5.99 2.44 3.29
H -7.82 0.87 3.97
H -7.19 -1.67 4.48
H -4.92 -2.20 4.15
H -3.02 -0.74 3.56
H -2.71 2.00 3.76
H -3.73 2.73 2.84
H 1.17 0.07 2.04
H 1.93 -1.87 0.58
H -1.49 -0.66 -1.96
H -1.31 2.06 -1.55
H -2.06 0.82 -3.54
H -0.57 1.30 -4.30
H -1.80 2.51 -3.95
```

Charges in e, computed with Löwdin, in the same order as the atoms:
1. C -0.02
2. C -0.18
3. H 0.11
4. O 0.03
5. C -0.36
6. C -0.26
7. C -0.02
8. C -0.04
9. H 0.06
10. C -0.50
11. O -0.02
12. H 0.21
13. H 0.05
14. H 0.14
15. H 0.08
16. H 0.11
17. H 0.16
18. H 0.15
19. C -0.36
20. C 0.00
21. C 0.09
22. N 0.02
23. C -0.42
24. O 0.05
25. C 0.01
26. H 0.10
27. H 0.20
28. H -0.01
29. C -0.30
30. C 0.07
31. C -0.09
32. C -0.17
33. C 0.08
34. C -0.11
35. H 0.02
36. H 0.18
37. H 0.10
38. H 0.09
39. H 0.11
40. C 0.09
41. C -0.14
42. O -0.03
43. C -0.45
44. O 0.03
45. N 0.19
46. H 0.04
47. C 0.02
48. C -0.07
49. C -0.08
50. C -0.07
51. C 0.01
52. C -0.20
53. C -0.10
54. H 0.13
55. H 0.13
56. H 0.13
57. H 0.00
58. H 0.17
59. H 0.07
60. H -0.03
61. H 0.13
62. H 0.21
63. H 0.19
64. H 0.01
65. H 0.02
66. H 0.10
67. H 0.13

***

Which formula does entry 3 have?
C28H32N4O2PtS3